(one)
{"formula": "C7H9NS", "method": "ωB97M-V with the def2-TZVPD basis set", "smiles": "C=[S@H](=N)c1ccccc1", "total_charge": 0, "lumo_energy_ev": 0.32, "elements": ["C", "S", "N", "C", "C", "C", "C", "C", "C", "H", "H", "H", "H", "H", "H", "H", "H", "H"], "xyz": [[1.93768, -1.38613, 1.58394], [1.12703, 0.03115, 1.31681], [0.34342, 0.67192, 2.68577], [-0.08838, 0.24627, -0.02031], [0.43879, 0.73790, -1.21000], [-0.45202, 0.85263, -2.24079], [-1.84883, 0.66243, -2.04477], [-2.31615, 0.30651, -0.82619], [-1.41760, 0.07066, 0.18852], [1.37934, -1.96271, 2.19078], [2.15091, -2.06252, 0.68936], [2.20191, 0.90044, 0.79221], [0.51113, 0.17796, 3.53641], [1.43596, 0.92893, -1.13046], [0.09652, 1.23940, -3.08042], [-2.57614, 0.79728, -2.76610], [-3.36729, 0.19788, -0.46569], [-1.97689, -0.19200, 1.07483]]}

(two)
{"formula": "C7H9NS", "method": "ωB97M-V with the def2-TZVPD basis set", "smiles": "CS[C@H]1C[C@]23C=C[C@]12N3", "total_charge": 0, "lumo_energy_ev": 0.97, "elements": ["C", "S", "C", "C", "C", "C", "C", "C", "N", "H", "H", "H", "H", "H", "H", "H", "H", "H"], "xyz": [[-1.66071, 1.17505, -2.50866], [-1.51945, 1.43354, -0.71694], [-0.56912, -0.06638, -0.14855], [1.00998, -0.04651, -0.51675], [1.39194, -0.11365, 1.00117], [1.37463, -1.43632, 1.68859], [0.09272, -1.43394, 2.03395], [-0.18697, -0.03954, 1.37761], [0.78293, 0.92701, 1.64226], [-2.77909, 1.24120, -2.76867], [-0.96372, 0.27108, -2.81228], [-1.33762, 2.11877, -3.09790], [-1.00939, -1.04042, -0.51681], [1.43347, 0.86758, -0.97248], [1.19306, -1.01535, -1.11101], [2.29740, -1.97642, 2.06669], [-0.61695, -2.02440, 2.71859], [1.06690, 1.15870, 2.64118]]}

(two) is preferred energetically. Next in line: 12.7 kJ/mol higher.